[1]
C10H8BrFO2 | the ωB97M-V functional and the def2-TZVPD basis

HOMO-LUMO gap in eV: 9.13
E in Ha: -3210.0452
Largest force on an atom in eV Å⁻¹: 3.8
Relative energy (zero: lowest compared OMol25 entry of this formula, charge and spin) in eV: 0.000

Last column: Mulliken charge in e.
Element x y z (Å)
O  -3.550  -0.771  1.066  -0.482
C  -2.779  0.059  0.338  -0.280
Br  -3.780  1.441  -0.680  -0.191
C  -1.478  0.180  0.514  0.252
O  -0.695  1.182  -0.009  -0.328
C  0.676  1.107  0.228  0.548
C  1.261  -0.163  0.105  0.011
C  2.658  -0.282  0.243  -0.873
C  3.359  0.911  0.487  0.467
F  4.722  0.789  0.714  -0.311
C  2.785  2.144  0.605  -0.535
C  1.373  2.264  0.347  -0.534
H  -4.207  -1.221  0.437  0.397
H  -1.050  -0.670  1.116  0.348
H  0.657  -1.081  0.263  0.175
H  3.075  -1.176  -0.037  0.460
H  3.436  2.954  0.613  0.436
H  0.806  3.133  0.594  0.414
C  -1.399  -3.067  -1.625  -0.255
C  -2.171  -2.195  -1.846  -0.515
H  -0.554  -3.589  -1.306  0.409
H  -3.146  -1.950  -2.166  0.386



[2]
C40H109Br3N15O14P5 | the ωB97M-V functional and the def2-TZVPD basis

HOMO-LUMO gap in eV: 7.53
E in Ha: -12893.2461
Largest force on an atom in eV Å⁻¹: 2.3

Last column: Mulliken charge in e.
Element x y z (Å)
C  -0.051  3.098  7.502  -0.417
Br  0.994  1.580  8.060  -0.038
Br  -1.849  2.953  8.280  -0.025
Br  -0.192  3.077  5.559  0.021
H  0.433  3.997  7.849  0.432
O  2.205  0.145  0.151  -0.730
P  1.372  1.216  0.746  -0.574
N  1.402  2.570  -0.238  1.068
C  0.648  3.764  0.054  -1.013
C  2.183  2.587  -1.461  -0.849
N  1.789  1.796  2.259  0.622
C  1.716  0.841  3.365  -0.614
C  2.752  2.876  2.438  -0.954
N  -0.227  0.805  0.816  1.129
C  -1.212  1.568  1.587  -1.100
C  -0.785  -0.329  0.129  0.500
H  -0.387  3.720  -0.309  -0.537
H  1.083  4.663  -0.391  0.560
H  0.660  4.034  1.114  0.684
H  2.576  3.572  -1.726  0.539
H  1.545  2.289  -2.300  0.115
H  3.030  1.907  -1.403  -0.003
H  1.750  1.358  4.323  0.431
H  0.825  0.215  3.298  -0.198
H  2.610  0.199  3.317  0.233
H  3.764  2.492  2.245  0.231
H  2.530  3.785  1.888  0.332
H  2.743  3.134  3.501  0.340
H  -2.096  1.708  0.959  0.349
H  -1.543  0.940  2.417  0.167
H  -0.803  2.501  1.954  0.123
H  -1.356  -0.985  0.795  -0.545
H  -0.029  -0.946  -0.354  -0.498
H  -1.496  0.010  -0.639  0.365
O  0.190  -5.980  2.572  -0.901
P  0.396  -4.897  1.595  0.061
N  0.032  -5.275  -0.006  0.375
C  -0.156  -4.305  -1.067  -0.861
C  0.186  -6.688  -0.391  -1.040
N  1.982  -4.384  1.558  0.405
C  3.034  -5.351  1.824  -1.201
C  2.474  -3.145  0.923  -0.902
N  -0.477  -3.524  1.917  1.040
C  -1.892  -3.433  1.553  -0.763
C  -0.147  -2.837  3.157  -1.002
H  0.703  -4.263  -1.746  0.579
H  -0.348  -3.328  -0.626  -0.277
H  -1.064  -4.586  -1.615  0.463
H  -0.220  -7.326  0.389  0.303
H  1.252  -6.894  -0.555  0.277
H  -0.349  -6.801  -1.336  0.338
H  2.670  -6.063  2.563  0.354
H  3.396  -5.867  0.926  0.330
H  3.921  -4.871  2.247  0.399
H  3.507  -3.295  0.629  0.567
H  1.850  -2.944  0.055  0.150
H  2.353  -2.363  1.670  0.034
H  -2.181  -2.391  1.684  -0.198
H  -2.059  -3.783  0.540  0.413
H  -2.487  -4.009  2.271  0.221
H  -0.672  -1.876  3.148  -0.201
H  0.913  -2.573  3.215  0.367
H  -0.418  -3.406  4.054  0.461
O  -2.759  4.746  -5.741  -0.937
P  -1.990  3.519  -5.475  0.179
N  -2.359  2.713  -4.063  0.407
C  -2.124  1.291  -3.901  -0.582
C  -3.063  3.391  -2.981  -0.826
N  -0.331  3.703  -5.386  1.291
C  0.340  4.432  -6.441  -1.176
C  0.459  3.349  -4.237  -1.049
N  -2.163  2.431  -6.747  0.486
C  -3.390  2.355  -7.518  -1.064
C  -1.185  1.353  -6.969  -0.973
H  -2.808  0.707  -4.523  0.143
H  -2.213  1.011  -2.851  0.241
H  -1.099  1.017  -4.172  0.094
H  -2.428  3.275  -2.100  -0.053
H  -4.075  3.014  -2.822  0.364
H  -3.142  4.446  -3.219  0.365
H  0.928  5.264  -6.036  0.315
H  1.086  3.810  -6.955  0.301
H  -0.381  4.800  -7.166  0.368
H  0.852  2.320  -4.272  -0.576
H  1.383  3.936  -4.196  0.797
H  -0.098  3.456  -3.308  0.247
H  -3.749  1.323  -7.422  0.293
H  -4.106  3.117  -7.235  0.314
H  -3.147  2.463  -8.583  0.319
H  -0.289  1.601  -6.413  -0.072
H  -1.013  1.352  -8.043  0.589
H  -1.610  0.428  -6.581  0.307
O  0.762  -0.868  -5.698  -0.985
P  2.214  -1.023  -5.488  0.658
N  3.111  0.024  -6.434  0.194
C  3.152  -0.231  -7.862  -1.016
C  2.952  1.440  -6.117  -1.170
N  2.793  -2.544  -5.841  0.225
C  4.195  -2.907  -5.874  -1.139
C  1.869  -3.691  -5.638  -0.939
N  2.757  -0.676  -3.945  0.883
C  1.828  -0.803  -2.806  -0.669
C  4.145  -0.419  -3.613  -1.167
H  2.157  -0.051  -8.311  0.295
H  3.383  -1.272  -8.078  0.315
H  3.761  0.459  -8.448  0.359
H  3.436  1.643  -5.162  0.100
H  1.930  1.827  -6.115  0.192
H  3.491  2.011  -6.876  0.534
H  4.319  -3.667  -6.649  0.372
H  4.858  -2.061  -6.042  0.356
H  4.534  -3.362  -4.932  0.295
H  1.688  -3.832  -4.573  0.189
H  0.979  -3.439  -6.212  0.240
H  2.341  -4.528  -6.148  0.402
H  1.904  0.141  -2.274  -0.545
H  0.829  -1.056  -3.144  0.514
H  2.263  -1.546  -2.127  0.558
H  4.677  -1.369  -3.503  0.197
H  4.204  0.065  -2.631  0.182
H  4.617  0.288  -4.292  0.463
O  -3.050  -0.434  3.825  -0.116
P  -4.476  -0.496  4.207  -0.408
N  -4.867  0.558  5.432  0.485
C  -6.231  0.823  5.819  -1.390
C  -3.843  1.269  6.209  -0.902
N  -4.892  -2.014  4.790  0.415
C  -6.239  -2.462  5.150  -1.003
C  -3.806  -2.766  5.397  -0.843
N  -5.543  -0.229  2.959  0.333
C  -5.814  -1.225  1.936  -0.999
C  -5.761  1.161  2.602  -0.774
H  -6.510  1.878  5.683  0.412
H  -6.463  0.525  6.845  0.368
H  -6.930  0.315  5.149  0.473
H  -3.011  1.560  5.564  0.107
H  -3.369  0.553  6.896  0.266
H  -4.311  2.085  6.749  0.432
H  -6.189  -3.526  5.364  0.402
H  -6.564  -1.842  5.989  0.229
H  -6.938  -2.342  4.320  0.309
H  -3.991  -3.837  5.279  0.415
H  -2.887  -2.564  4.859  -0.149
H  -3.616  -2.552  6.454  0.413
H  -4.992  -1.160  1.211  0.234
H  -5.804  -2.240  2.322  0.309
H  -6.752  -0.992  1.438  0.337
H  -6.690  1.250  2.039  0.347
H  -4.926  1.621  2.051  0.112
H  -5.816  1.805  3.482  0.247
C  -0.807  -3.521  10.201  -0.666
O  0.010  -2.892  9.222  -0.386
C  -0.635  -2.259  8.271  0.763
O  -1.804  -2.128  8.168  -0.516
O  0.263  -1.836  7.401  -0.376
C  -0.248  -1.085  6.314  -0.002
H  -0.226  -4.229  10.789  0.242
H  -1.577  -4.109  9.702  0.307
H  -1.205  -2.789  10.901  0.281
H  0.533  -0.420  5.956  0.170
H  -1.063  -0.430  6.629  0.254
H  -0.602  -1.703  5.491  -0.086
C  9.243  -3.441  0.352  -0.697
O  7.831  -3.293  0.488  -0.335
C  7.397  -2.024  0.512  0.663
O  8.117  -1.078  0.480  -0.566
O  6.082  -2.041  0.531  -0.124
C  5.431  -0.787  0.817  -0.376
H  9.808  -2.622  0.781  0.337
H  9.498  -3.494  -0.710  0.278
H  9.483  -4.404  0.794  0.228
H  4.377  -1.026  0.719  -0.185
H  5.768  0.015  0.165  0.342
H  5.621  -0.467  1.845  0.376
C  -2.639  5.762  -0.121  -0.627
O  -2.328  5.937  -1.513  -0.280
C  -1.132  6.393  -1.837  0.920
O  -0.275  6.695  -1.050  -0.624
O  -1.069  6.463  -3.147  -0.152
C  0.060  7.109  -3.744  -0.780
H  -1.827  5.226  0.367  0.200
H  -3.596  5.251  -0.115  0.215
H  -2.740  6.749  0.336  0.349
H  0.874  6.409  -3.909  0.187
H  0.366  7.987  -3.174  0.418
H  -0.355  7.501  -4.673  0.252



[3]
C3H3OP | the ωB97M-V functional and the def2-TZVPD basis

HOMO-LUMO gap in eV: 8.53
E in Ha: -532.6027
Largest force on an atom in eV Å⁻¹: 1.5
Relative energy (zero: lowest compared OMol25 entry of this formula, charge and spin) in eV: 2.164

Last column: Mulliken charge in e.
Element x y z (Å)
O  2.745  -0.817  -0.153  -0.399
P  2.189  0.523  0.033  0.190
C  0.378  0.277  0.102  0.029
C  -0.468  -0.733  0.139  -0.220
C  -1.090  0.600  -0.066  -0.366
H  -0.650  -1.773  0.257  0.367
H  -1.457  0.861  -1.053  0.195
H  -1.648  1.062  0.740  0.204



[4]
C26H26Cl6O5 | the ωB97M-V functional and the def2-TZVPD basis

HOMO-LUMO gap in eV: 9.43
E in Ha: -4143.6424
Largest force on an atom in eV Å⁻¹: 4.7

Last column: Mulliken charge in e.
Element x y z (Å)
C  0.998  0.248  4.343  -0.820
C  0.474  0.860  2.942  0.687
O  -0.281  0.193  2.194  -0.687
O  0.945  2.164  2.621  -0.335
C  -0.151  3.112  2.712  -0.365
C  -0.535  3.447  4.249  -0.304
C  -1.630  4.627  4.357  -0.631
C  -3.120  4.111  4.628  -0.535
C  -3.799  3.333  3.407  -0.282
O  -4.984  2.578  3.848  -0.314
C  -4.649  1.242  4.130  0.523
O  -3.729  0.880  4.905  -0.470
O  -5.415  0.197  3.505  -0.426
H  0.365  -0.663  4.638  0.256
H  0.890  1.056  5.141  0.331
H  2.087  -0.069  4.163  0.263
H  0.131  4.117  2.219  0.308
H  -1.066  2.703  2.146  0.206
H  0.426  3.794  4.784  0.298
H  -0.870  2.487  4.763  0.135
H  -1.333  5.243  5.288  0.302
H  -1.548  5.373  3.480  0.303
H  -3.219  3.498  5.588  0.293
H  -3.761  5.058  4.802  0.303
H  -4.205  4.132  2.682  0.324
H  -3.094  2.680  2.798  0.190
H  -5.951  -0.192  4.237  0.354
Cl  1.010  -2.916  -4.807  -0.193
C  0.790  -2.220  -3.240  0.290
C  -0.403  -2.484  -2.572  -0.422
C  -0.628  -1.954  -1.306  -0.742
C  0.341  -1.158  -0.703  0.007
C  1.532  -0.890  -1.371  -0.511
C  1.759  -1.418  -2.640  0.213
Cl  3.257  -1.041  -3.416  -0.231
H  -1.162  -3.105  -3.035  0.431
H  -1.559  -2.162  -0.789  0.439
H  0.169  -0.747  0.285  0.319
H  2.281  -0.267  -0.896  0.481
Cl  -1.394  -0.186  -5.213  -0.163
C  -0.605  0.538  -6.569  0.355
C  0.382  -0.198  -7.220  -0.193
C  1.043  0.336  -8.321  -0.654
C  0.718  1.610  -8.775  -0.414
C  -0.264  2.349  -8.125  -0.438
C  -0.927  1.817  -7.021  0.372
Cl  -2.132  2.790  -6.256  -0.206
H  0.640  -1.192  -6.873  0.231
H  1.811  -0.241  -8.824  0.368
H  1.230  2.028  -9.635  0.357
H  -0.511  3.343  -8.483  0.389
Cl  2.942  -1.963  1.650  -0.123
C  3.141  -3.631  1.247  0.445
C  4.044  -3.954  0.237  -0.368
C  4.246  -5.282  -0.122  -0.578
C  3.547  -6.292  0.529  -0.461
C  2.643  -5.972  1.536  -0.433
C  2.436  -4.643  1.897  0.186
Cl  1.294  -4.313  3.151  -0.201
H  4.593  -3.171  -0.275  0.401
H  4.950  -5.528  -0.910  0.373
H  3.706  -7.329  0.253  0.367
H  2.100  -6.765  2.039  0.398